Record 1
Formula: C4H34N2O13S
Source: OMol25
Level of theory: ωB97M-V/def2-TZVPD

Results
2S+1: 1
HOMO-LUMO gap: 6.23 eV
relative energy (zero: lowest compared OMol25 entry of this formula, charge and spin): 0.8294 eV
charge: -2
E_LUMO: 4.850 eV

Geometry (Å):
C1 2.515 1.590 -0.477
N1 3.940 1.773 -0.179
C2 1.909 0.465 0.487
C3 2.154 -0.970 0.070
S1 3.902 -1.560 0.263
N2 0.444 0.863 0.483
C4 -0.293 0.226 1.652
O1 -0.925 -0.933 1.286
H1 2.385 1.188 -1.468
H2 1.909 2.467 -0.344
H3 4.417 0.958 -0.559
H4 4.122 1.651 0.810
H5 2.263 0.833 1.454
H6 1.991 -1.051 -0.990
H7 1.428 -1.533 0.659
H8 0.059 0.466 -0.370
H9 0.499 0.098 2.394
H10 -1.021 1.034 1.832
H11 -2.470 -0.048 -0.839
H12 -1.711 -1.241 -1.352
O2 -2.267 -0.520 -1.676
H13 -1.822 -2.314 1.815
H14 -2.474 -3.180 2.826
O3 -2.511 -3.021 1.880
H15 -0.329 -1.914 3.155
H16 -0.339 -3.365 3.686
O4 -0.688 -2.486 3.844
H17 3.499 -1.439 3.196
H18 3.043 -0.021 2.991
O5 3.275 -0.640 3.690
H19 -3.854 2.202 1.185
H20 -3.354 1.645 -0.003
O6 -3.974 2.354 0.235
H21 -1.871 -3.628 -0.063
H22 -0.450 -3.176 -0.307
O7 -1.061 -3.892 -0.522
H23 -2.116 0.873 -2.772
H24 -3.076 2.004 -2.650
O8 -2.201 1.821 -3.012
H25 1.231 2.076 -2.938
H26 2.412 3.094 -2.430
O9 1.904 2.723 -3.150
H27 2.534 -0.015 -2.696
H28 1.354 -1.051 -2.793
O10 1.632 -0.156 -2.994
H29 -1.011 3.172 1.955
H30 -2.076 3.795 1.165
O11 -1.546 3.979 1.953
H31 -2.202 -0.536 1.069
H32 -3.580 -1.213 0.651
O12 -3.268 -0.350 0.935
H33 -0.013 -0.999 -4.436
H34 -1.416 -0.755 -4.014
O13 -0.902 -1.341 -4.587

Results of the Mulliken charge analysis, in e, for atoms 1 through 2:
1 C -0.215
2 N -0.798



Record 2
Formula: C4H34NO15S
Source: OMol25
Level of theory: ωB97M-V/def2-TZVPD

Results
2S+1: 1
HOMO-LUMO gap: 8.96 eV
relative energy (zero: lowest compared OMol25 entry of this formula, charge and spin): 1.6434 eV
charge: -1
E_LUMO: 2.358 eV

Geometry (Å):
O1 3.623 -0.970 0.257
C1 2.459 -0.784 0.549
C2 1.429 -0.308 -0.435
C3 0.626 -1.486 -0.972
S1 1.554 -2.607 -2.092
N1 0.632 0.617 0.416
C4 -0.471 1.437 -0.051
O2 -1.384 0.741 -0.889
H1 2.179 -1.151 1.576
H2 1.905 0.302 -1.201
H3 -0.220 -1.231 -1.589
H4 0.160 -2.015 -0.127
H5 2.608 -2.650 -1.284
H6 0.452 0.090 1.270
H7 -0.963 1.770 0.906
H8 -0.215 2.236 -0.766
H9 -1.935 -0.124 -0.047
H10 -3.174 -1.227 -0.141
O3 -2.467 -1.029 0.479
H11 -3.221 4.041 -0.837
H12 -4.378 3.221 -0.443
O4 -3.768 3.865 -0.060
H13 1.962 1.964 1.976
H14 0.582 2.050 2.295
O5 1.426 2.220 2.742
H15 2.170 0.148 -3.509
H16 0.981 0.956 -4.055
O6 1.965 0.852 -4.138
H17 2.978 -3.699 1.418
H18 3.632 -2.744 0.470
O7 3.784 -3.616 0.880
H19 0.559 0.387 3.829
H20 -0.761 -0.241 3.091
O8 0.109 -0.415 3.547
H21 -1.616 -2.365 1.195
H22 -2.293 -3.715 1.439
O9 -1.437 -3.334 1.218
H23 2.177 3.001 -3.238
H24 1.541 1.933 -2.536
O10 1.792 2.870 -2.359
H25 0.964 -3.129 2.726
H26 0.966 -1.687 3.307
O11 1.531 -2.543 3.242
H27 -3.962 2.899 1.444
H28 -4.992 1.692 1.809
O12 -4.133 2.091 1.957
H29 -1.001 0.616 -2.452
H30 -1.110 0.043 -3.810
O13 -0.673 0.813 -3.420
H31 -2.802 1.291 2.725
H32 -2.385 0.133 1.637
O14 -2.118 0.645 2.459
H33 -2.503 1.609 -1.501
H34 -2.306 2.693 -2.602
O15 -2.985 2.373 -1.995

Results of the Mulliken charge analysis, in e, for atoms 1 through 2:
1 O -0.598
2 C -0.632



Record 3
Formula: C4H35N2O11S
Source: OMol25
Level of theory: ωB97M-V/def2-TZVPD

Results
2S+1: 1
HOMO-LUMO gap: 9.13 eV
relative energy (zero: lowest compared OMol25 entry of this formula, charge and spin): 1.2626 eV
charge: +1
E_LUMO: -2.415 eV

Geometry (Å):
N1 -1.534 -1.687 0.474
C1 -0.049 -1.219 0.363
C2 -0.018 0.295 0.411
C3 1.352 0.834 0.922
S1 1.155 2.308 1.967
C4 0.482 -1.872 -0.825
N2 0.905 -3.283 -0.585
H1 -2.112 -1.089 0.977
H2 -1.489 -2.665 0.850
H3 -1.913 -1.613 -0.441
H4 0.326 -1.520 1.402
H5 -0.755 0.602 1.191
H6 -0.241 0.884 -0.419
H7 1.930 1.172 0.041
H8 1.939 0.040 1.435
H9 -0.085 2.189 2.375
H10 -0.038 -1.948 -1.797
H11 1.311 -1.139 -1.109
H12 0.895 -3.905 -1.372
H13 1.773 -3.252 -0.088
H14 3.771 0.461 -0.823
H15 5.166 0.064 -0.572
O1 4.293 -0.102 -0.233
H16 0.420 3.313 -1.535
H17 -0.260 4.263 -2.506
O2 -0.164 4.064 -1.582
H18 4.009 -2.791 0.875
H19 3.526 -1.353 0.690
O3 3.281 -2.240 1.109
H20 -2.261 -0.385 -2.875
H21 -2.158 0.692 -1.790
O4 -1.863 -0.195 -2.038
H22 -0.190 1.518 -2.988
H23 0.679 1.514 -4.187
O5 0.482 2.047 -3.425
H24 3.468 3.230 -1.472
H25 2.602 2.666 -2.631
O6 3.083 2.392 -1.798
H26 -0.787 -4.427 2.295
H27 -0.091 -4.383 0.972
O7 -0.926 -4.149 1.386
H28 -3.271 2.496 -0.775
H29 -2.107 2.606 -1.816
O8 -2.942 2.172 -1.604
H30 -4.356 -1.319 1.949
H31 -4.530 0.172 2.164
O9 -3.830 -0.488 1.991
H32 -1.551 3.664 0.212
H33 -1.810 4.045 1.698
O10 -2.050 3.448 1.005
H34 -1.802 -1.644 4.128
H35 -0.439 -2.077 4.410
O11 -1.234 -2.407 3.991

Results of the Mulliken charge analysis, in e, for atoms 1 through 2:
1 N 0.037
2 C 0.001



Record 4
Formula: C4H35NO14
Source: OMol25
Level of theory: ωB97M-V/def2-TZVPD

Results
2S+1: 1
HOMO-LUMO gap: 8.87 eV
relative energy (zero: lowest compared OMol25 entry of this formula, charge and spin): 4.7997 eV
E_LUMO: -0.183 eV

Geometry (Å):
C1 -0.157 0.180 -1.087
C2 -0.506 1.076 0.167
C3 -1.978 1.283 0.271
O1 -2.647 0.037 0.760
N1 -0.078 0.764 -2.433
C4 1.032 1.611 -2.761
O2 1.344 2.647 -1.842
H1 0.762 -0.373 -0.943
H2 -1.107 -0.497 -1.071
H3 0.059 2.053 0.054
H4 -0.128 0.532 1.083
H5 -2.079 1.954 1.086
H6 -2.576 1.365 -0.680
H7 -2.296 -0.774 0.302
H8 -0.916 1.279 -2.719
H9 1.913 0.987 -2.893
H10 0.897 2.099 -3.750
H11 0.544 3.044 -1.530
H12 1.883 3.507 0.666
H13 1.165 4.826 1.361
O3 1.198 3.888 1.278
H14 -2.031 -0.487 -3.186
H15 -3.482 -0.404 -3.752
O4 -2.920 -0.929 -3.184
H16 -1.206 -3.784 3.019
H17 -2.394 -2.914 2.776
O5 -2.062 -3.764 2.568
H18 -2.658 -2.578 -1.531
H19 -1.284 -2.798 -0.744
O6 -2.066 -2.277 -0.823
H20 3.575 -1.973 -0.613
H21 2.397 -2.120 -1.668
O7 2.847 -2.553 -0.965
H22 0.484 -1.409 2.191
H23 -0.295 -1.133 3.465
O8 0.567 -1.400 3.161
H24 -0.096 -3.353 0.443
H25 1.288 -2.895 -0.369
O9 0.419 -2.687 -0.109
H26 2.365 -1.926 2.955
H27 3.295 -0.660 3.345
O10 3.264 -1.593 2.883
H28 -3.323 2.258 -2.015
H29 -2.708 3.287 -2.618
O11 -2.359 2.543 -2.143
H30 -2.359 -0.145 2.451
H31 -2.729 -0.247 3.986
O12 -2.221 -0.622 3.315
H32 3.217 1.956 -0.969
H33 2.370 1.753 0.131
O13 3.157 2.257 -0.016
H34 3.975 0.391 0.710
H35 3.226 -0.905 1.403
O14 3.419 -0.377 0.580

Results of the Mulliken charge analysis, in e, for atoms 1 through 2:
1 C 1.470
2 C 0.574



Record 5
Formula: C4H35NO16
Source: OMol25
Level of theory: ωB97M-V/def2-TZVPD

Results
2S+1: 1
HOMO-LUMO gap: 8.95 eV
relative energy (zero: lowest compared OMol25 entry of this formula, charge and spin): 5.5945 eV
E_LUMO: -0.129 eV

Geometry (Å):
O1 -2.921 -1.802 2.849
C1 -2.140 -1.994 1.924
N1 -1.722 -0.864 1.256
C2 -0.557 -0.919 0.293
C3 -0.231 0.422 -0.317
C4 0.926 0.169 -1.348
O2 2.048 -0.087 -0.923
H1 -1.721 -3.012 1.538
H2 -2.068 -0.045 1.702
H3 -0.898 -1.586 -0.660
H4 0.404 -1.263 0.760
H5 0.139 1.178 0.437
H6 -1.159 0.818 -0.791
H7 0.430 -0.130 -2.259
H8 1.089 3.642 -3.316
H9 0.626 3.279 -1.986
O3 0.418 3.141 -2.942
H10 4.189 0.938 0.431
H11 3.708 -0.220 1.327
O4 4.033 0.675 1.384
H12 0.763 -4.057 -0.751
H13 0.203 -5.029 0.074
O5 0.393 -4.065 0.103
H14 1.754 -2.195 -2.290
H15 0.339 -2.253 -2.679
O6 0.923 -2.632 -1.991
H16 1.813 -0.430 1.922
H17 2.480 0.525 2.850
O7 1.668 0.392 2.421
H18 -0.088 3.583 0.098
H19 1.421 3.717 0.179
O8 0.642 3.829 -0.382
H20 -3.424 1.924 2.241
H21 -1.868 1.960 2.611
O9 -2.456 2.001 1.886
H22 -1.790 1.508 -3.312
H23 -0.572 1.988 -4.008
O10 -1.396 1.549 -4.134
H24 -1.216 -3.345 -1.675
H25 -2.613 -2.976 -1.821
O11 -1.784 -2.634 -1.972
H26 -1.477 -1.365 -3.492
H27 -0.696 -0.162 -4.067
O12 -0.731 -1.049 -3.891
H28 2.719 1.925 1.500
H29 1.280 2.207 1.492
O13 2.125 2.635 1.489
H30 -2.672 2.968 0.446
H31 -2.913 3.877 -0.839
O14 -2.710 3.060 -0.547
H32 2.029 -2.977 1.479
H33 2.517 -1.964 0.407
O15 2.250 -2.035 1.350
H34 0.026 -1.483 4.480
H35 0.686 -0.408 3.586
O16 0.077 -0.622 4.336

Results of the Mulliken charge analysis, in e, for atoms 1 through 2:
1 O -0.617
2 C 0.120